Entry 1:
DFT (the ωB97M-V functional and the def2-TZVPD basis) results for a molecular structure, C17H29BCrF7N2O11 in a non-equilibrium geometry.

## Properties
HOMO-LUMO gap (spin up / spin down) (eV): 5.258 / 3.296
HOMO level (spin up / spin down) (Ha): -0.321 / -0.487
Lowest unoccupied orbital energy (spin up / spin down) (Eh): -0.127 / -0.366

Structure (ORCA input):
```
! RIJCOSX wB97M-V def2-TZVPD def2/J DEFGRID3
* xyz 1 9
Cr -22.749 11.322 -17.114
B -22.892 13.588 -18.745
F -21.921 12.589 -18.578
F -22.393 14.857 -18.527
F -23.385 13.568 -20.071
F -23.886 13.224 -17.810
C -22.974 18.818 -19.708
C -23.827 17.570 -19.492
O -24.706 17.806 -18.382
C -25.958 18.301 -18.648
O -26.373 18.515 -19.866
C -26.891 18.500 -17.489
F -28.014 17.795 -17.603
F -26.276 18.206 -16.360
F -27.266 19.792 -17.408
H -23.593 19.619 -20.110
H -22.302 18.566 -20.539
H -22.378 19.080 -18.840
H -23.246 16.701 -19.198
H -24.316 17.319 -20.435
C -19.374 12.922 -16.139
O -20.171 14.026 -15.764
C -21.430 13.840 -15.450
O -22.056 12.824 -15.706
O -21.894 14.903 -14.840
C -23.281 14.861 -14.447
H -19.398 12.721 -17.206
H -19.672 12.017 -15.603
H -18.355 13.065 -15.788
H -23.505 15.891 -14.187
H -23.409 14.189 -13.602
H -23.947 14.553 -15.251
C -22.178 10.005 -20.515
O -23.577 9.945 -20.760
C -24.354 10.394 -19.773
O -24.019 10.638 -18.628
O -25.558 10.554 -20.228
C -26.487 11.308 -19.458
H -21.870 9.303 -19.741
H -21.876 11.028 -20.284
H -21.715 9.777 -21.475
H -26.520 10.960 -18.426
H -27.487 11.393 -19.864
H -26.111 12.330 -19.351
C -19.519 12.474 -25.043
O -19.836 12.532 -23.619
C -19.196 13.300 -22.796
O -18.343 14.104 -23.170
O -19.672 13.166 -21.583
C -19.138 13.848 -20.422
H -19.282 13.461 -25.438
H -20.407 12.162 -25.583
H -18.700 11.763 -25.115
H -19.179 14.921 -20.598
H -18.131 13.557 -20.127
H -19.837 13.567 -19.636
C -20.127 17.133 -17.483
C -19.091 16.171 -17.693
N -18.266 15.379 -17.821
H -19.741 18.151 -17.420
H -20.683 16.876 -16.583
H -20.793 17.122 -18.346
C -26.129 15.129 -21.346
C -27.208 14.454 -22.085
N -28.055 13.933 -22.659
H -25.939 14.492 -20.486
H -26.370 16.159 -21.097
H -25.281 15.168 -22.029
*
```

Entry 2:
DFT (the ωB97M-V functional and the def2-TZVPD basis) results for a molecular structure, C19H18BBrF2N6O9PSe4W in a non-equilibrium geometry.

## Properties
HOMO-LUMO gap (eV): 5.938
HOMO level (Ha): -0.395
Lowest unoccupied orbital energy (Eh): -0.177

Structure (ORCA input):
```
! RIJCOSX wB97M-V def2-TZVPD def2/J DEFGRID3
* xyz 1 1
W 0.362 2.692 0.450
Br 2.083 3.310 3.892
C 2.839 2.167 2.614
C 4.035 1.564 2.989
C 4.609 0.615 2.174
C 3.951 0.265 1.006
C 2.790 0.916 0.689
N 2.227 1.887 1.452
C 2.042 0.513 -0.549
O 2.339 -0.478 -1.167
O 1.071 1.329 -0.894
H 4.478 1.848 3.931
H 5.537 0.138 2.457
H 4.304 -0.507 0.338
O -2.418 3.214 3.187
C -1.469 2.552 2.877
O -0.420 3.052 2.203
C -1.253 1.136 3.228
C -1.720 0.645 4.435
C -1.384 -0.634 4.826
C -0.616 -1.454 4.020
C -0.217 -0.973 2.799
C -0.492 0.333 2.355
O -0.045 0.719 1.182
N 0.517 -1.866 1.899
O -0.069 -2.233 0.899
O 1.642 -2.193 2.213
N -1.837 -1.140 6.127
O -1.561 -2.290 6.401
O -2.459 -0.379 6.835
H -2.317 1.279 5.077
H -0.358 -2.454 4.343
Se -1.969 2.335 -0.298
Se -1.727 4.620 -0.582
Se -0.821 5.781 1.270
Se 1.331 5.005 0.906
C -0.195 -2.690 -4.412
N -0.500 -1.189 -4.528
C -2.017 -1.032 -4.683
N -2.709 -1.660 -3.616
C -2.358 -3.077 -3.548
N -0.927 -3.280 -3.352
C -0.470 -2.825 -2.030
P -0.723 -1.010 -1.720
C 0.014 -0.435 -3.334
C -2.491 -0.979 -2.331
H 0.879 -2.785 -4.256
H -0.479 -3.129 -5.369
H -0.050 -0.833 -5.372
H -2.275 -1.499 -5.635
H -2.227 0.036 -4.720
H -2.659 -3.558 -4.480
H -2.902 -3.540 -2.727
H 0.592 -3.053 -1.918
H -0.988 -3.385 -1.251
H 1.096 -0.562 -3.284
H -0.199 0.626 -3.479
H -2.819 0.059 -2.423
H -3.129 -1.442 -1.576
F 2.458 3.477 -1.187
B 1.137 3.356 -1.541
F 0.936 3.097 -2.814
*
```

Entry 3:
DFT (the ωB97M-V functional and the def2-TZVPD basis) results for a single C2H3ClO4S molecule in a non-equilibrium geometry.

## Properties
HOMO-LUMO gap (eV): 10.950
HOMO level (Ha): -0.422
SMILES: COC(=O)S(=O)(=O)Cl
Lowest unoccupied orbital energy (Eh): -0.020

Structure (ORCA input):
```
! RIJCOSX wB97M-V def2-TZVPD def2/J DEFGRID3
* xyz 0 1
C -1.472 0.445 1.273
O -0.654 -0.313 0.354
C 0.574 0.340 -0.008
O 1.063 1.265 0.501
S 1.219 -0.584 -1.484
O 0.127 -0.565 -2.380
O 2.470 -0.010 -1.837
Cl 1.530 -2.525 -0.941
H -1.868 1.187 0.564
H -0.875 1.079 2.036
H -2.114 -0.320 1.924
*
```

Entry 4:
DFT (the ωB97M-V functional and the def2-TZVPD basis) results for a gas-phase ion, C3H6N3O (charge +1) in a non-equilibrium geometry.

## Properties
HOMO-LUMO gap (eV): 9.934
HOMO level (Ha): -0.538
SMILES: [H]/N=C(/C=O)C(N)=[NH2+]
Lowest unoccupied orbital energy (Eh): -0.173

Structure (ORCA input):
```
! RIJCOSX wB97M-V def2-TZVPD def2/J DEFGRID3
* xyz 1 1
H 1.377 -0.721 1.766
N 1.673 -1.165 0.800
C 1.117 -0.726 -0.202
C 1.529 -1.252 -1.500
O 0.681 -1.631 -2.277
C -0.372 0.317 -0.089
N -1.361 -0.026 -0.748
N -0.351 1.213 0.860
H 2.687 -1.189 -1.551
H -1.259 -0.844 -1.410
H -2.313 0.404 -0.763
H 0.608 1.499 1.112
H -0.966 1.967 0.976
*
```

Entry 5:
DFT (the ωB97M-V functional and the def2-TZVPD basis) results for a molecular structure, C31H42N4O2S5SbSi3Tl in a non-equilibrium geometry.

## Properties
HOMO-LUMO gap (spin up / spin down) (eV): 5.220 / 4.561
HOMO level (spin up / spin down) (Ha): -0.256 / -0.251
Lowest unoccupied orbital energy (spin up / spin down) (Eh): -0.064 / -0.084

Structure (ORCA input):
```
! RIJCOSX wB97M-V def2-TZVPD def2/J DEFGRID3
* xyz 0 1
Tl 0.546 0.715 0.267
O -0.739 3.103 -3.245
C -0.006 2.611 -2.402
N -0.226 2.572 -1.069
C -0.891 3.508 -0.378
C -0.902 4.863 -0.777
C -1.451 5.817 0.030
C -2.013 5.457 1.272
C -2.050 4.149 1.683
C -1.494 3.130 0.882
N -1.471 1.807 1.180
C -2.134 1.309 2.261
O -2.776 1.942 3.091
C -2.173 -0.202 2.401
C -2.812 -0.724 3.523
C -3.028 -2.086 3.608
C -2.591 -2.892 2.565
C -1.915 -2.293 1.518
N -1.701 -0.983 1.435
C 1.294 1.970 -2.827
C 1.829 2.331 -4.057
C 3.088 1.870 -4.400
C 3.765 1.048 -3.511
C 3.131 0.696 -2.331
N 1.927 1.142 -1.996
H -0.459 5.123 -1.728
H -1.440 6.852 -0.284
H -2.429 6.223 1.914
H -2.519 3.879 2.614
H -3.132 -0.033 4.289
H -3.541 -2.509 4.461
H -2.774 -3.958 2.567
H -1.507 -2.877 0.698
H 1.252 2.981 -4.699
H 3.536 2.147 -5.345
H 4.765 0.695 -3.724
H 3.601 0.021 -1.625
C 0.944 3.692 4.962
S 1.908 2.180 5.227
C 3.131 2.193 3.964
C 2.987 2.447 2.640
S 1.548 2.868 1.797
S 4.504 2.401 1.731
C 5.512 1.714 2.969
S 7.035 1.172 2.712
S 4.717 1.674 4.512
H 0.474 3.903 5.922
H 0.193 3.539 4.196
H 1.608 4.506 4.684
C -0.199 -4.569 -1.890
Si 0.257 -2.961 -2.794
C 2.128 -2.681 -2.642
C -0.078 -3.195 -4.643
Sb -0.951 -0.727 -2.134
Si 2.051 -1.361 1.535
C 3.859 -1.115 1.074
C 1.575 -3.151 1.155
C 1.448 -0.903 3.254
Si -3.420 -1.573 -1.880
C -4.298 -0.475 -0.614
C -3.645 -3.425 -1.531
C -4.084 -1.265 -3.629
H 0.573 -5.323 -2.059
H -1.142 -4.965 -2.268
H -0.302 -4.439 -0.812
H 2.682 -3.602 -2.843
H 2.421 -2.324 -1.652
H 2.452 -1.933 -3.368
H 0.446 -4.073 -5.027
H 0.271 -2.328 -5.208
H -1.141 -3.321 -4.858
H 4.157 -1.805 0.283
H 4.500 -1.312 1.938
H 4.077 -0.103 0.744
H 1.624 -3.392 0.094
H 0.576 -3.382 1.520
H 2.274 -3.808 1.680
H 1.066 0.117 3.296
H 2.243 -0.982 4.000
H 0.636 -1.571 3.551
H -4.465 -0.998 0.330
H -5.264 -0.136 -0.992
H -3.700 0.412 -0.396
H -3.054 -3.772 -0.684
H -3.357 -4.010 -2.406
H -4.693 -3.645 -1.316
H -3.994 -0.209 -3.891
H -5.135 -1.548 -3.729
H -3.514 -1.840 -4.361
*
```

Entry 6:
DFT (the ωB97M-V functional and the def2-TZVPD basis) results for 2 unconnected molecules or ions with the total composition CH4N2OS in a non-equilibrium geometry.

## Properties
HOMO-LUMO gap (spin up / spin down) (eV): 7.076 / 8.180
HOMO level (spin up / spin down) (Ha): -0.275 / -0.295
Lowest unoccupied orbital energy (spin up / spin down) (Eh): -0.014 / 0.006

Structure (ORCA input):
```
! RIJCOSX wB97M-V def2-TZVPD def2/J DEFGRID3
* xyz 0 1
C -1.668 0.318 -0.110
N -2.139 -0.886 -0.207
N 2.063 1.026 -0.148
O -1.944 1.458 0.001
S 1.144 -0.379 -0.184
H -3.140 -1.082 -0.195
H -1.506 -1.668 -0.302
H 1.900 1.636 -0.938
H 2.015 1.520 0.735
*
```

Entry 7:
DFT (the ωB97M-V functional and the def2-TZVPD basis) results for 2 unconnected molecules or ions with the total composition C5H11N.

## Properties
HOMO-LUMO gap (eV): 8.195
HOMO level (Ha): -0.264
Lowest unoccupied orbital energy (Eh): 0.037

Structure (ORCA input):
```
! RIJCOSX wB97M-V def2-TZVPD def2/J DEFGRID3
* xyz 0 1
C -1.032 0.619 -1.560
N -1.042 -0.096 -0.477
C -1.976 -0.845 0.343
C -0.629 -0.380 0.753
C 2.408 -0.436 -0.708
C -0.173 0.618 1.761
H -0.261 1.370 -1.685
H 2.237 -0.476 -1.786
H -1.752 0.401 -2.338
H -2.148 -1.892 0.090
H -2.883 -0.267 0.568
H 1.562 -0.890 -0.183
H 2.510 0.609 -0.400
H 3.325 -0.975 -0.458
H -0.105 0.160 2.751
H 0.821 1.002 1.506
H -0.862 1.478 1.822
*
```

Entry 8:
DFT (the ωB97M-V functional and the def2-TZVPD basis) results for a molecular structure, C48H62BIN7O4PRb.

## Properties
HOMO-LUMO gap (eV): 7.481
HOMO level (Ha): -0.203
Lowest unoccupied orbital energy (Eh): 0.072

Structure (ORCA input):
```
! RIJCOSX wB97M-V def2-TZVPD def2/J DEFGRID3
* xyz -1 1
Rb -0.130 -0.739 0.245
C -5.883 2.296 -0.884
C -4.418 2.085 -1.113
C -3.617 2.712 -2.042
C -2.339 2.149 -1.866
N -2.364 1.244 -0.888
N -3.648 1.213 -0.427
B -4.128 0.322 0.751
N -3.475 0.720 2.098
N -2.198 0.421 2.463
C -2.046 0.889 3.693
C -3.228 1.513 4.139
C -4.114 1.382 3.092
C -5.529 1.865 3.034
C -0.753 0.699 4.453
C -0.416 -0.795 4.548
C 0.373 1.433 3.723
C -0.889 1.274 5.861
N -4.015 -1.199 0.466
N -2.843 -1.885 0.397
C -3.162 -3.164 0.221
C -4.562 -3.313 0.165
C -5.067 -2.040 0.329
C -6.504 -1.621 0.351
C -2.095 -4.238 0.129
C -1.247 -4.227 1.408
C -2.750 -5.609 -0.023
C -1.186 -3.994 -1.086
C -1.099 2.459 -2.677
C -0.967 3.978 -2.840
C -1.224 1.813 -4.066
C 0.160 1.940 -1.990
H -6.250 3.021 -1.611
H -6.095 2.676 0.116
H -6.450 1.371 -1.007
H -3.931 3.462 -2.754
H -5.299 0.549 0.866
H -3.427 1.987 5.088
H -5.780 2.326 3.990
H -6.234 1.053 2.847
H -5.673 2.612 2.251
H -0.235 -1.226 3.562
H -1.242 -1.346 5.007
H 0.484 -0.946 5.153
H 0.496 1.019 2.726
H 1.322 1.330 4.261
H 0.133 2.495 3.628
H -1.677 0.765 6.423
H -1.124 2.342 5.830
H 0.053 1.147 6.402
H -5.138 -4.217 0.029
H -7.128 -2.497 0.172
H -6.723 -0.881 -0.420
H -6.787 -1.187 1.312
H -1.849 -4.528 2.271
H -0.863 -3.232 1.614
H -0.396 -4.906 1.310
H -3.406 -5.830 0.824
H -1.974 -6.378 -0.065
H -3.339 -5.669 -0.943
H -0.723 -3.012 -1.036
H -1.761 -4.046 -2.015
H -0.386 -4.736 -1.120
H -1.823 4.401 -3.375
H -0.059 4.211 -3.408
H -0.898 4.466 -1.863
H -2.116 2.175 -4.586
H -1.296 0.725 -3.986
H -0.344 2.060 -4.671
H 0.257 2.362 -0.988
H 1.035 2.220 -2.577
H 0.139 0.852 -1.915
O 2.237 -4.702 -0.666
C 2.549 -3.550 -0.970
O 2.236 -2.474 -0.347
C 3.420 -3.283 -2.181
C 3.935 -4.364 -2.883
C 4.775 -4.166 -3.968
C 5.098 -2.870 -4.348
C 4.577 -1.785 -3.657
C 3.725 -1.966 -2.565
P 3.032 -0.561 -1.559
C 4.392 -0.483 -0.284
C 5.725 -0.265 -0.642
C 6.728 -0.215 0.317
C 6.418 -0.392 1.660
C 5.100 -0.624 2.032
C 4.099 -0.673 1.067
C 3.523 0.887 -2.642
C 3.036 0.877 -3.956
C 3.106 1.999 -4.769
C 3.636 3.186 -4.272
C 4.105 3.224 -2.968
C 4.057 2.085 -2.169
H 3.658 -5.356 -2.548
H 5.179 -5.011 -4.511
H 5.762 -2.698 -5.188
H 4.841 -0.786 -3.982
H 5.982 -0.133 -1.687
H 7.756 -0.045 0.015
H 7.200 -0.363 2.410
H 4.846 -0.774 3.075
H 3.082 -0.885 1.373
H 2.573 -0.028 -4.341
H 2.724 1.956 -5.783
H 3.674 4.071 -4.895
H 4.507 4.146 -2.566
H 4.438 2.144 -1.156
O 1.647 -2.832 2.289
H 2.418 -3.266 2.664
H 1.757 -2.955 1.319
O -2.247 -1.187 -2.573
H -2.314 -0.356 -2.075
H -2.665 -1.827 -1.984
I -0.671 4.907 1.498
C 1.250 4.072 1.665
C 2.220 4.696 2.439
C 3.449 4.061 2.552
C 3.660 2.855 1.901
C 2.622 2.336 1.147
N 1.434 2.935 1.033
H 2.017 5.633 2.938
H 4.233 4.507 3.153
H 4.601 2.321 1.972
H 2.729 1.403 0.609
*
```

Entry 9:
DFT (the ωB97M-V functional and the def2-TZVPD basis) results for a molecular structure, C28H36Ge2I2IrTe in a non-equilibrium geometry.

## Properties
HOMO-LUMO gap (spin up / spin down) (eV): 4.497 / 4.500
HOMO level (spin up / spin down) (Ha): -0.613 / -0.614
Lowest unoccupied orbital energy (spin up / spin down) (Eh): -0.448 / -0.448

Structure (ORCA input):
```
! RIJCOSX wB97M-V def2-TZVPD def2/J DEFGRID3
* xyz 3 1
Ir -0.294 0.890 -0.896
C 3.459 -2.537 -1.589
C 2.053 -2.005 -1.667
Ge 1.873 -0.009 -1.106
C 3.101 1.088 -2.203
C 4.570 1.025 -1.788
C 2.515 -0.326 0.759
C 1.792 -0.005 1.842
Ge -0.327 0.101 1.388
C -1.104 1.758 2.166
C -1.178 2.042 3.662
C -1.142 -1.609 1.895
C -1.052 -1.993 3.373
C 2.273 0.439 3.089
C 3.608 0.923 3.214
C 4.097 1.267 4.441
C 3.282 1.132 5.581
C 1.968 0.666 5.484
C 1.455 0.355 4.250
H 3.479 -3.518 -2.074
H 3.798 -2.692 -0.564
H 4.177 -1.918 -2.121
H 1.337 -2.572 -1.073
H 1.692 -1.888 -2.695
H 2.712 2.105 -2.125
H 2.952 0.770 -3.237
H 4.717 1.379 -0.766
H 5.158 1.670 -2.441
H 4.990 0.026 -1.866
H 3.361 -1.006 0.897
H -2.124 1.669 1.767
H -0.649 2.600 1.639
H -1.631 1.225 4.224
H -1.796 2.927 3.819
H -0.201 2.266 4.084
H -0.711 -2.401 1.277
H -2.189 -1.506 1.592
H -0.023 -2.178 3.685
H -1.608 -2.914 3.542
H -1.487 -1.233 4.024
H 4.230 1.008 2.331
H 5.112 1.626 4.547
H 3.685 1.387 6.553
H 1.366 0.557 6.376
H 0.446 -0.020 4.157
Te -1.377 -1.274 -1.579
C -3.267 -0.665 -0.910
C -3.529 0.686 -0.688
C -4.779 1.077 -0.231
C -5.762 0.119 -0.010
C -5.498 -1.226 -0.237
C -4.245 -1.625 -0.683
C -1.554 -0.795 -3.612
C -0.923 -1.638 -4.524
C -1.045 -1.376 -5.880
C -1.796 -0.288 -6.310
C -2.435 0.537 -5.392
C -2.321 0.286 -4.034
H -2.775 1.450 -0.883
H -4.992 2.124 -0.062
H -6.740 0.425 0.335
H -6.269 -1.966 -0.071
H -4.046 -2.677 -0.853
H -0.363 -2.506 -4.194
H -0.573 -2.030 -6.600
H -1.898 -0.091 -7.369
H -3.040 1.365 -5.736
H -2.857 0.904 -3.322
I -0.692 3.298 -2.190
I 1.032 5.315 -2.405
*
```